9 unconnected molecules or ions with the total composition C22H40BF28N2O10P2 in a non-equilibrium geometry, computed with ωB97M-V/def2-TZVPD.

CARTESIAN COORDINATES (ANGSTROEM)
C  12.91  12.65  22.18
C  14.04  13.60  22.41
O  15.04  13.65  21.77
N  13.84  14.60  23.45
H  14.11  15.54  23.06
H  12.85  14.61  23.82
C  14.70  14.39  24.70
H  12.99  12.34  21.14
H  11.98  13.22  22.26
H  12.91  11.86  22.93
H  15.73  14.28  24.35
H  14.39  13.51  25.24
H  14.62  15.30  25.29
C  12.72  15.91  18.61
C  13.84  14.92  18.54
O  13.76  13.76  18.49
N  15.22  15.56  18.41
H  15.68  15.32  17.54
H  15.10  16.57  18.49
C  16.08  15.09  19.55
H  13.17  16.81  19.04
H  11.88  15.64  19.22
H  12.51  16.18  17.57
H  17.11  15.42  19.43
H  16.00  14.01  19.52
H  15.69  15.50  20.47
C  13.36  5.53  24.82
O  12.36  4.94  25.69
O  14.21  4.57  24.49
C  12.76  6.33  23.64
F  12.57  7.67  23.90
F  13.51  6.34  22.51
F  11.52  5.85  23.28
C  11.48  5.86  26.23
C  10.40  5.13  27.05
H  10.82  4.77  27.99
H  9.59  5.79  27.36
H  9.96  4.36  26.41
H  10.88  6.37  25.47
H  11.94  6.58  26.91
H  13.93  6.26  25.43
C  9.10  8.77  20.60
O  8.85  7.62  21.46
O  9.70  8.36  19.52
C  7.72  9.46  20.35
F  7.71  10.49  19.47
F  6.91  8.48  19.77
F  7.03  9.85  21.47
C  8.72  7.84  22.84
C  8.30  6.49  23.47
H  8.19  6.72  24.53
H  7.37  6.17  22.99
H  8.98  5.66  23.28
H  7.87  8.49  23.10
H  9.61  8.22  23.34
H  9.70  9.52  21.18
C  10.16  13.78  24.65
O  8.92  14.20  24.04
O  11.09  14.68  24.45
C  9.81  13.60  26.15
F  8.82  14.42  26.58
F  9.32  12.35  26.38
F  10.85  13.78  26.94
C  7.87  13.38  23.58
C  6.65  14.26  23.36
H  5.80  13.63  23.08
H  6.36  14.82  24.26
H  6.89  14.98  22.58
H  7.62  12.60  24.32
H  8.08  12.83  22.66
H  10.43  12.79  24.23
C  7.28  13.48  18.27
O  6.51  14.74  18.17
O  7.55  13.05  17.09
C  8.54  13.89  19.09
F  8.35  13.80  20.46
F  9.71  13.29  18.82
F  8.75  15.26  18.90
C  5.95  15.25  19.36
C  5.28  16.57  19.00
H  4.57  16.43  18.19
H  4.74  17.06  19.81
H  6.13  17.15  18.65
H  6.73  15.31  20.13
H  5.26  14.47  19.73
H  6.62  12.78  18.80
P  13.65  16.81  27.99
F  12.67  16.55  29.27
F  13.32  15.36  27.37
F  12.44  17.54  27.18
F  14.57  17.08  26.66
F  13.95  18.34  28.52
F  14.85  16.17  28.83
P  13.80  17.72  21.12
F  12.85  18.37  19.98
F  12.76  18.12  22.27
F  13.11  16.27  20.88
F  14.77  17.01  22.21
F  14.89  17.39  19.92
F  14.53  19.15  21.38
B  18.53  15.10  22.64
F  17.25  15.58  22.21
F  19.45  16.19  22.57
F  18.44  14.55  23.92
F  18.93  14.08  21.72

Results
2S+1 ... 1
Charge ... -5
HOMO energy ... 3.110 eV

Here are the Löwdin charges for atoms 1 to 8, given in e: number 1, C, carries 0.050; number 2, C, carries -0.430; number 3, O, carries 0.134; number 4, N, carries 0.096; number 5, H, carries 0.140; number 6, H, carries 0.127; number 7, C, carries 0.049; number 8, H, carries 0.092

=====

A single C3H5NOS molecule in a non-equilibrium geometry, computed with ωB97M-V/def2-TZVPD.

CARTESIAN COORDINATES (ANGSTROEM)
S  -0.16  1.68  1.95
C  -0.90  0.54  0.45
N  -0.30  -0.68  0.82
C  0.54  -1.03  -0.07
C  0.28  -0.23  -1.34
O  -0.58  0.83  -0.87
H  0.78  0.75  2.03
H  -1.97  0.56  0.75
H  1.33  -1.78  -0.06
H  1.25  0.27  -1.69
H  -0.27  -0.91  -1.97

Results
2S+1 ... 1
Charge ... 0
HOMO energy ... -9.091 eV
SMILES ... S[C@@H]1N=CCO1

Here are the natural (NBO) charges for atoms 1 to 8, given in e: number 1, S, carries -0.149; number 2, C, carries 0.204; number 3, N, carries -0.433; number 4, C, carries 0.085; number 5, C, carries -0.152; number 6, O, carries -0.511; number 7, H, carries 0.131; number 8, H, carries 0.205

=====

A molecular structure, C41H105AsF6N7O10 in a non-equilibrium geometry, computed with ωB97M-V/def2-TZVPD.

CARTESIAN COORDINATES (ANGSTROEM)
As  -0.10  -0.14  0.12
F  -0.08  -1.89  -0.23
F  -0.05  0.27  -1.67
F  0.02  1.58  0.56
F  -0.23  -0.49  1.81
F  1.68  -0.43  0.20
F  -1.91  -0.05  0.02
C  -3.17  1.71  3.23
C  -4.64  1.12  3.20
C  -5.66  2.09  3.87
C  -6.05  3.23  3.03
C  -6.50  2.72  1.68
C  -5.55  1.72  0.93
N  -5.08  0.69  1.84
O  -4.27  -0.33  1.25
C  -6.33  1.02  -0.20
C  -4.42  2.45  0.24
C  -4.55  -0.22  4.08
H  -2.63  1.65  4.17
H  -3.11  2.76  2.96
H  -2.51  1.14  2.57
H  -6.66  1.71  4.11
H  -5.20  2.53  4.75
H  -5.34  4.05  2.93
H  -7.00  3.68  3.33
H  -6.76  3.52  0.99
H  -7.42  2.14  1.80
H  -6.75  1.69  -0.96
H  -5.72  0.28  -0.72
H  -7.17  0.47  0.23
H  -4.94  3.02  -0.53
H  -3.82  3.13  0.84
H  -3.70  1.85  -0.31
H  -4.29  0.15  5.07
H  -3.80  -0.95  3.78
H  -5.51  -0.70  4.27
H  -3.42  0.10  1.16
C  2.73  2.23  -1.91
C  4.21  1.96  -2.15
C  4.93  3.20  -2.77
C  5.03  4.36  -1.83
C  5.72  3.86  -0.51
C  5.06  2.65  0.14
N  4.90  1.64  -0.88
O  4.52  0.37  -0.43
C  6.11  2.24  1.17
C  3.75  3.08  0.85
C  4.38  0.86  -3.15
H  2.11  2.12  -2.80
H  2.56  3.23  -1.52
H  2.31  1.42  -1.31
H  5.92  2.86  -3.08
H  4.45  3.53  -3.69
H  4.08  4.86  -1.62
H  5.74  5.09  -2.24
H  5.81  4.68  0.21
H  6.68  3.55  -0.93
H  6.25  2.91  2.01
H  5.89  1.25  1.57
H  7.12  2.16  0.76
H  3.80  3.47  1.86
H  3.25  3.89  0.32
H  3.12  2.18  0.86
H  3.96  -0.12  -2.93
H  5.45  0.70  -3.30
H  3.91  1.34  -4.02
H  3.61  0.55  -0.18
C  -0.97  4.59  2.54
O  -1.00  5.98  2.33
H  -1.41  4.27  3.48
H  -1.75  4.17  1.91
H  -0.11  3.99  2.23
H  -0.13  6.29  2.62
C  -0.95  3.90  -1.49
O  0.19  4.59  -1.11
H  -0.68  2.96  -1.97
H  -1.56  3.70  -0.60
H  -1.47  4.51  -2.21
H  0.78  4.01  -0.64
C  -2.70  -2.61  -1.42
O  -2.05  -3.91  -1.56
H  -3.76  -2.72  -1.61
H  -2.47  -2.15  -0.45
H  -2.34  -1.92  -2.18
H  -2.46  -4.32  -2.33
C  -0.46  -6.55  -5.04
C  0.19  -5.92  -3.82
C  0.22  -4.38  -3.89
O  0.82  -3.91  -2.77
C  1.07  -2.50  -2.92
N  -0.58  -6.30  -2.64
H  -0.44  -7.63  -4.90
H  0.12  -6.31  -5.93
H  -1.49  -6.21  -5.10
H  1.20  -6.33  -3.80
H  -0.78  -3.98  -4.06
H  0.79  -4.18  -4.80
H  0.14  -2.01  -3.22
H  1.83  -2.24  -3.65
H  1.30  -2.03  -1.96
H  -1.52  -5.94  -2.71
H  -0.61  -7.30  -2.79
C  5.26  -3.09  0.75
C  4.15  -2.84  -0.29
C  4.01  -3.96  -1.38
O  3.42  -5.13  -0.88
C  4.41  -6.04  -0.62
N  2.90  -2.71  0.43
H  5.37  -2.17  1.33
H  6.26  -3.22  0.32
H  4.97  -3.85  1.47
H  4.48  -1.93  -0.81
H  5.00  -4.12  -1.81
H  3.40  -3.66  -2.23
H  4.88  -6.44  -1.52
H  3.97  -6.87  -0.07
H  5.37  -5.72  -0.20
H  2.57  -1.82  0.09
H  3.03  -2.52  1.42
C  4.15  -0.92  5.40
C  3.19  -1.10  4.25
C  3.23  0.01  3.19
O  2.83  1.28  3.73
C  1.47  1.42  4.01
N  3.29  -2.42  3.66
H  4.34  0.13  5.63
H  5.14  -1.28  5.11
H  3.72  -1.43  6.26
H  2.20  -1.11  4.71
H  2.62  -0.27  2.34
H  4.22  0.31  2.83
H  0.91  1.66  3.10
H  1.32  2.30  4.63
H  0.92  0.60  4.47
H  3.14  -3.09  4.40
H  4.29  -2.57  3.59
C  -5.29  4.92  -4.69
C  -3.86  4.51  -4.62
C  -3.69  2.99  -4.50
O  -2.34  2.65  -4.18
C  -2.10  1.28  -3.92
N  -3.36  4.87  -5.91
H  -5.62  5.05  -3.66
H  -6.01  4.26  -5.18
H  -5.51  5.91  -5.09
H  -3.34  4.97  -3.78
H  -4.05  2.43  -5.36
H  -4.27  2.64  -3.65
H  -1.03  1.08  -3.84
H  -2.53  0.58  -4.64
H  -2.35  1.00  -2.90
H  -3.89  4.34  -6.59
H  -2.43  4.56  -6.12
C  -0.66  -2.52  4.30
C  -0.68  -3.48  3.16
C  -1.98  -3.59  2.38
O  -1.93  -4.50  1.33
C  -3.22  -4.98  0.96
N  0.45  -3.03  2.37
H  -0.97  -1.50  4.06
H  0.32  -2.54  4.77
H  -1.30  -2.93  5.09
H  -0.54  -4.50  3.51
H  -2.30  -2.58  2.13
H  -2.59  -3.94  3.21
H  -3.19  -5.53  0.02
H  -3.90  -4.15  0.78
H  -3.53  -5.65  1.76
H  0.28  -2.06  2.16
H  1.29  -3.01  2.94

Results
2S+1 ... 1
Charge ... -1
HOMO energy ... -5.193 eV

Here are the Löwdin charges for atoms 1 to 8, given in e: number 1, As, carries 0.966; number 2, F, carries -0.223; number 3, F, carries -0.274; number 4, F, carries -0.254; number 5, F, carries -0.248; number 6, F, carries -0.282; number 7, F, carries -0.278; number 8, C, carries -0.016

=====

A gas-phase ion, C3HNO2S2 (charge -2) in a non-equilibrium geometry, computed with ωB97M-V/def2-TZVPD.

CARTESIAN COORDINATES (ANGSTROEM)
O  -2.57  -1.31  0.25
C  -2.10  -0.18  0.33
O  -2.64  0.93  0.27
N  -0.66  -0.11  0.65
C  0.34  -0.08  -0.05
S  0.83  -0.14  -1.78
C  1.78  0.12  -0.06
S  2.65  1.56  0.33
H  2.37  -0.79  0.06

Results
2S+1 ... 1
Charge ... -2
HOMO energy ... -0.106 eV
SMILES ... O=C([O-])/N=C1\S[C@H]1[S-]

Here are the natural (NBO) charges for atoms 1 to 8, given in e: number 1, O, carries -0.790; number 2, C, carries 0.865; number 3, O, carries -0.772; number 4, N, carries -0.487; number 5, C, carries 0.179; number 6, S, carries -0.217; number 7, C, carries -0.405; number 8, S, carries -0.564

=====

HOMO energy of number 3 (C41H105AsF6N7O10)?
-5.193 eV

=====

Which formula does entry 1 have?
C22H40BF28N2O10P2

=====

Which value of 2S+1 does entry 3 give?
1